[1]
Here is 2 unconnected molecules or ions with the total composition C5H8O from the Open Molecules 2025 dataset. Energies are from ωB97M-V/def2-TZVPD.

Structure (SMILES): C=C=O.C=CC
HOMO-LUMO gap, Ha: 0.374
Energy relative to the best compared isomer or geometry (same formula, charge and spin), eV: 1.868

Atoms and positions in Å:
O -0.7325 2.2302 -1.4067
C 1.3754 1.6712 -0.2235
C 0.2423 1.9486 -0.8290
C -0.7334 -0.8313 -0.1941
C -1.5149 -0.0951 0.5923
C 0.3539 -1.7501 0.2764
H 2.2817 2.0888 -0.6400
H -2.2916 0.5416 0.1774
H -0.8802 -0.7812 -1.2741
H -1.3998 -0.0927 1.6749
H 1.3942 1.0658 0.6727
H 0.5340 -1.6458 1.3518
H 0.0766 -2.7917 0.0762
H 1.2943 -1.5584 -0.2543

Forces on the atoms, in the same order (eV/Å):
O 0.90 -0.21 0.49
C -0.08 0.06 -0.05
C -0.54 0.25 -0.41
C -0.16 0.07 0.11
C 0.07 -0.12 -0.08
C 0.02 -0.03 0.05
H -0.06 0.00 0.05
H 0.12 -0.11 0.07
H -0.02 -0.02 0.16
H -0.01 -0.07 -0.14
H -0.09 0.08 -0.19
H -0.06 -0.02 -0.15
H 0.08 0.11 0.03
H -0.16 0.00 0.07

Results of the Mulliken charge analysis, in e, for atoms 1 through 5:
1. O -0.365
2. C -0.960
3. C 0.795
4. C -0.030
5. C -0.728

[2]
Here is 3 unconnected molecules or ions with the total composition C19H25N3O5S2 from the Open Molecules 2025 dataset. Energies are from ωB97M-V/def2-TZVPD.

HOMO-LUMO gap, Ha: 0.240
Energy relative to the best compared isomer or geometry (same formula, charge and spin), eV: 13.193

Atoms and positions in Å:
S 6.3981 0.3006 0.3422
S 3.7327 -0.6578 0.2047
O 7.1901 -0.5403 1.3719
O 2.7436 -1.5334 -0.9266
O 5.2522 -0.5778 -0.5609
O 3.0337 0.7405 0.2800
O 5.8560 1.5642 1.0502
N -3.7683 -3.4608 -1.8433
N 0.4030 3.9557 2.3180
N -2.5051 0.4865 -0.6433
C -2.8021 -0.0553 0.7368
C 1.4146 3.2929 1.7158
C 1.6136 -2.1761 -0.2372
C -1.6322 -0.0033 -1.7759
C 2.6506 3.8568 1.4425
C -3.5525 -3.9874 -0.6180
C -4.8723 -3.8825 -2.4974
C 1.8402 5.8923 2.4244
C -4.3889 -4.9166 -0.0204
C 7.6738 0.9368 -0.9309
C -5.7691 -4.8042 -1.9816
C 0.2785 -1.1781 -0.1541
C 2.8635 5.1827 1.8043
C -0.7305 -1.3304 -1.4425
C -3.3372 1.7740 -0.7156
C -4.1634 2.0754 0.6910
C -3.7946 0.8344 1.6973
C 0.6400 5.2410 2.6592
C -5.5187 -5.3300 -0.7183
H 1.8702 -2.4751 0.8784
H -5.0219 -3.4461 -3.4810
H -0.1880 5.7509 3.1437
H -6.6412 -5.1055 -2.5509
H -4.1650 -5.3082 0.9654
H -0.0341 -1.5078 -2.3961
H -1.4657 -2.2530 -1.3090
H 3.4280 3.2763 0.9588
H -0.2911 -1.5275 0.8343
H 0.5596 -0.0510 0.0292
H 1.3527 -3.1717 -0.8127
H -2.6598 -3.6310 -0.1122
H -6.1984 -6.0560 -0.2816
H -2.2811 -0.1327 -2.7676
H -4.1525 0.6598 2.7998
H -0.8797 0.8886 -2.0261
H 1.9744 6.9272 2.7181
H -2.3892 -1.0531 1.1869
H 8.6456 0.2823 -0.9029
H -3.4026 2.4832 -1.6686
H -4.8778 2.9778 0.9215
H 3.8190 5.6593 1.6051
H 7.8511 2.0900 -0.8425
H 1.1985 2.2623 1.4498
H 7.1994 0.7613 -2.0121

Forces on the atoms, in the same order (eV/Å):
S 3.22 3.09 6.01
S -5.00 3.64 0.95
O -3.14 1.67 -4.37
O 1.39 0.53 1.04
O 0.53 1.13 0.14
O 3.14 -5.08 -0.83
O 0.76 -4.39 -3.30
N -0.58 -0.70 0.46
N 0.90 0.48 -0.16
N -3.98 2.59 4.11
C -1.81 1.79 1.71
C -0.81 0.36 0.41
C -1.74 -0.03 1.08
C 1.10 0.58 -0.78
C 0.13 0.27 0.01
C -0.17 0.39 -0.89
C 0.78 0.38 0.33
C 0.18 -0.15 -0.11
C -0.19 -0.05 -0.14
C -0.37 -0.62 -2.64
C 0.09 -0.09 0.27
C -0.51 -0.47 0.68
C -0.05 -0.03 0.00
C 0.03 -0.07 -0.33
C -1.33 -0.33 3.51
C 3.38 -4.08 -1.69
C 2.18 0.99 -6.61
C -0.26 -0.88 -0.20
C 0.00 0.01 -0.02
H -0.17 0.64 -2.26
H -0.02 -0.05 0.08
H 0.08 0.00 -0.04
H 0.09 0.05 0.04
H -0.01 0.05 -0.09
H -1.71 0.35 1.96
H 1.70 1.94 -0.40
H -0.09 -0.03 0.07
H 1.20 0.77 -2.17
H -0.26 -2.33 -0.49
H 0.70 2.14 0.99
H -0.06 -0.06 0.05
H 0.08 0.09 -0.05
H 1.26 -0.06 2.38
H 0.99 0.17 -2.62
H -1.55 -1.89 0.65
H -0.04 -0.08 -0.01
H -0.58 2.13 -1.56
H -2.06 1.32 0.43
H 0.46 -2.03 2.26
H 1.74 -2.01 -0.77
H -0.10 -0.06 0.02
H -0.54 -2.42 0.47
H 0.09 0.08 0.00
H 0.91 0.36 2.39

Results of the Mulliken charge analysis, in e, for atoms 1 through 5:
1. S 1.063
2. S 0.581
3. O -0.579
4. O -0.308
5. O -0.237

[3]
Here is a molecular structure, C36H28BCl5N6Ru from the Open Molecules 2025 dataset. Energies are from ωB97M-V/def2-TZVPD.

Net charge: +1
HOMO-LUMO gap (alpha / beta), Ha: 0.277 / 0.172
Energy relative to the best compared isomer or geometry (same formula, charge and spin), eV: 1.526
Spin multiplicity: 6

Atoms and positions in Å:
Ru -0.4140 0.9371 -0.1505
Cl -2.2860 5.9762 -1.2484
Cl 0.3941 3.6943 -5.3647
Cl -1.7886 3.3213 0.4421
Cl -1.1558 6.1106 -4.1727
Cl 0.8196 1.1169 -3.6322
N -0.1992 -1.7782 -1.2383
N 0.6988 -2.6980 1.1105
N 1.6994 0.5750 -0.0839
N -1.0344 -0.6903 -1.3765
N 0.0047 -2.2459 2.1994
N 1.9796 -0.7674 -0.2160
C -1.2557 -1.7893 4.6971
C 0.7576 -4.3011 2.6314
C -0.4678 2.4342 -1.6726
C 2.7339 2.7366 -0.4145
C -0.6519 -4.0164 5.3708
C 3.1103 4.8494 -1.5019
C -4.0378 2.0962 -2.4936
C -1.2827 -3.8140 6.5866
C -1.8859 -1.5903 5.9140
C -3.0029 2.0219 -4.6647
C 1.9128 4.7700 0.5840
C -2.3041 0.8823 -4.3008
C 1.1664 -3.9583 1.3604
C -0.6316 -3.0036 4.4111
C -0.3317 -2.5400 -2.3322
C 3.2421 -0.8849 -0.6453
C -1.4044 4.6704 -1.9190
C 0.0304 -3.1896 3.1155
C -0.1957 3.6252 -3.7573
C -1.9011 -2.6004 6.8613
C 0.3509 -3.8396 -2.5488
C 2.0675 3.3934 0.6206
C 2.7826 1.2795 -0.4376
C 0.0091 2.4903 -2.9767
C -3.3390 0.9590 -2.1210
C 3.2711 3.4738 -1.4704
C -1.1709 3.5193 -1.1926
C -0.8967 4.7144 -3.2200
C 3.9450 -2.1725 -0.8683
C -3.8634 2.6326 -3.7601
C -2.4612 0.3516 -3.0199
C -1.2323 -1.9319 -3.2070
C 3.7966 0.3917 -0.7883
C 2.4238 5.4962 -0.4810
C -1.6206 -0.7545 -2.5795
C 1.9699 -4.8567 0.4818
B 0.6724 -1.6080 0.0657
H 1.4023 5.2769 1.3920
H 3.7780 2.9665 -2.2812
H 2.9411 -4.4493 0.2183
H 1.4216 -3.7772 -2.3654
H 4.1522 -2.6689 0.0825
H -0.0734 -4.6105 -1.9018
H 3.3721 -2.8484 -1.4999
H -2.3663 -0.6438 6.1256
H 4.8052 0.6226 -1.0809
H -3.4986 0.5244 -1.1405
H 1.6947 2.8308 1.4693
H 0.9691 -5.2328 3.1249
H -1.2395 -1.0040 3.9541
H 4.8948 -1.9721 -1.3586
H -4.4054 3.5239 -4.0471
H 0.1996 -4.1457 -3.5813
H -4.7256 2.5583 -1.7980
H 3.5153 5.4178 -2.3287
H 2.2977 6.5704 -0.5105
H -2.3933 -2.4434 7.8118
H 1.4563 -5.1395 -0.4318
H -1.6065 0.4273 -4.9929
H -2.8702 2.4391 -5.6541
H -1.2920 -4.6070 7.3223
H 0.0021 -0.7523 0.6594
H -0.1778 -4.9693 5.1752
H 2.1509 -5.7729 1.0404
H -1.5533 -2.3099 -4.1610

Forces on the atoms, in the same order (eV/Å):
Ru 0.12 0.47 -0.21
Cl 0.01 -0.03 -0.02
Cl -0.02 -0.02 0.01
Cl 0.01 -0.04 0.06
Cl -0.02 0.00 0.00
Cl 0.34 0.07 0.12
N -0.32 0.32 0.22
N -0.06 0.16 -0.07
N -0.14 -0.26 -0.03
N 0.39 -0.16 -0.04
N -0.23 0.17 0.34
N -0.33 0.41 0.05
C 0.00 -0.06 0.07
C -0.01 0.31 -0.30
C 0.07 0.08 -0.25
C -0.08 0.29 -0.07
C 0.01 0.12 -0.14
C -0.01 0.02 0.01
C -0.03 -0.02 0.04
C -0.07 0.09 0.07
C 0.02 0.05 -0.09
C -0.05 -0.04 0.00
C -0.02 0.00 0.03
C -0.23 -0.12 0.04
C -0.06 -0.30 0.45
C -0.13 0.09 0.22
C -0.01 -0.07 -0.20
C 0.31 0.19 0.00
C 0.02 0.00 0.04
C 0.26 -0.30 -0.30
C 0.03 0.05 0.14
C 0.02 -0.17 0.10
C 0.00 -0.11 0.02
C -0.01 0.01 -0.06
C 0.34 -0.36 -0.03
C -0.06 0.15 0.23
C -0.03 -0.03 -0.10
C -0.10 -0.03 0.09
C 0.14 -0.08 -0.01
C 0.06 0.02 -0.09
C 0.05 -0.09 0.06
C 0.02 0.03 -0.06
C -0.27 0.22 -0.10
C 0.19 0.23 0.30
C -0.52 -0.14 0.06
C 0.02 0.05 -0.06
C -0.12 -0.40 -0.09
C 0.02 0.01 -0.05
B 0.39 -0.53 -0.30
H -0.01 0.01 0.01
H 0.01 -0.04 0.00
H 0.06 0.08 -0.05
H 0.04 -0.01 0.05
H -0.03 0.03 -0.07
H 0.04 0.05 -0.02
H -0.05 -0.05 0.00
H 0.00 0.01 0.00
H 0.04 0.02 -0.02
H 0.02 -0.03 0.00
H 0.02 -0.03 -0.01
H 0.01 -0.05 0.02
H 0.01 0.00 -0.01
H 0.00 -0.05 -0.01
H -0.01 0.02 -0.02
H 0.04 -0.04 0.01
H -0.01 0.01 0.01
H 0.00 0.01 0.01
H 0.01 0.00 -0.01
H 0.00 -0.02 0.01
H -0.06 0.03 -0.09
H -0.06 -0.02 0.02
H 0.00 0.01 -0.02
H -0.01 0.00 0.02
H -0.01 -0.19 0.12
H 0.02 0.01 -0.05
H 0.02 -0.01 -0.04
H -0.03 -0.01 -0.04

Results of the Mulliken charge analysis, in e, for atoms 1 through 5:
1. Ru -1.581
2. Cl -0.167
3. Cl -0.142
4. Cl -0.170
5. Cl -0.161

[4]
Here is 2 unconnected molecules or ions with the total composition C3H8N2O2 from the Open Molecules 2025 dataset. Energies are from ωB97M-V/def2-TZVPD.

Structure (SMILES): O=C1NCCO1.N
HOMO-LUMO gap, Ha: 0.391
Energy relative to the best compared isomer or geometry (same formula, charge and spin), eV: 0.241

Atoms and positions in Å:
O 0.0083 2.0693 0.3439
O -1.7747 0.7428 0.7274
N 2.6629 0.7149 0.1044
N -0.0533 -0.1270 -0.3894
C -0.8749 -1.2814 -0.1064
C -2.1429 -0.6089 0.4592
C -0.5347 0.9931 0.2285
H 2.9021 0.5669 1.0810
H -2.4836 -1.0620 1.3931
H 0.9678 -0.1755 -0.4575
H 3.5315 0.9031 -0.3868
H -2.9676 -0.6101 -0.2591
H 2.0952 1.5634 0.0792
H -1.0939 -1.8575 -1.0112
H -0.4056 -1.9534 0.6236

Forces on the atoms, in the same order (eV/Å):
O -0.24 -0.42 -0.04
O 0.09 0.12 0.01
N 0.18 0.14 0.06
N 0.12 0.14 0.05
C -0.08 -0.15 0.02
C -0.12 -0.23 -0.03
C 0.19 0.26 0.00
H 0.01 -0.01 -0.11
H 0.03 0.04 -0.14
H -0.23 0.00 0.00
H -0.11 -0.03 0.04
H 0.12 0.01 0.06
H 0.07 -0.08 0.00
H 0.03 0.08 0.15
H -0.06 0.12 -0.07

Results of the Mulliken charge analysis, in e, for atoms 1 through 5:
1. O -0.631
2. O -0.346
3. N -0.758
4. N -0.186
5. C -0.412